No. 1
This record from the Open Molecules 2025 dataset describes one molecule with the formula C28H25ClN2O4S in a non-equilibrium geometry. The level of theory is ωB97M-V/def2-TZVPD.

Structure (XYZ):
```
61
Properties=species:S:1:pos:R:3:forces:R:3:lowdin_charge:R:1
C -6.377118 -2.537532 -0.660154 -0.121 -0.254 -0.076 -0.084
O -5.604353 -1.404038 -0.353060 0.100 0.579 0.201 -0.101
C -6.247784 -0.292052 0.142643 0.081 0.050 0.003 -0.206
C -7.606994 -0.205313 0.383266 0.109 -0.215 -0.094 -0.031
C -8.150267 0.968100 0.888262 -0.039 0.137 0.054 -0.094
C -7.339759 2.053320 1.153919 -0.177 -0.115 -0.011 -0.088
C -5.976597 1.980253 0.917692 0.116 0.042 -0.001 -0.004
C -5.419073 0.816033 0.412341 -0.228 0.002 0.046 -0.143
N -4.058411 0.654613 0.150971 0.011 -0.525 -0.120 0.151
C -3.047865 1.562480 0.260624 -0.039 -0.082 -0.054 -0.409
O -3.197283 2.720877 0.592583 -0.009 0.112 0.009 0.082
C -1.706262 1.010688 -0.101310 0.367 0.015 -0.002 -0.122
C -0.757378 1.899564 -0.597852 -0.182 0.028 0.070 0.008
C 0.502520 1.459374 -0.951690 -0.013 -0.108 -0.047 -0.013
C 0.849890 0.122742 -0.792120 -0.253 -0.040 -0.179 -0.207
C 2.241964 -0.347066 -1.121485 -0.381 -0.197 -0.116 -0.120
N 3.239279 0.123593 -0.170723 0.161 -0.539 0.912 -0.168
C 3.664504 1.469214 -0.255505 0.399 0.765 0.075 -0.244
C 3.183976 2.399118 0.659126 0.077 0.193 -0.131 -0.058
C 3.629592 3.707540 0.604066 0.064 -0.253 -0.194 -0.659
Cl 3.031061 4.855322 1.741523 -0.103 0.201 0.200 0.691
C 4.541175 4.104362 -0.361494 -0.072 -0.027 0.062 -0.097
C 5.014096 3.168221 -1.261854 -0.116 -0.013 0.047 -0.034
C 4.600891 1.842482 -1.224386 -0.098 -0.144 0.049 -0.201
C 5.158129 0.848800 -2.198821 -0.048 0.056 0.040 -0.034
S 3.101020 -0.485003 1.396034 0.394 -0.472 -0.183 0.692
O 1.785056 -0.318054 1.942869 0.013 -0.176 -0.148 -0.261
O 4.215462 0.030971 2.128630 0.185 0.011 -0.085 -0.251
C 3.376712 -2.225692 1.071380 -0.215 0.504 0.080 -0.281
C 4.592087 -2.610249 0.538240 0.159 -0.026 -0.041 -0.057
C 4.824295 -3.952013 0.285899 0.027 0.121 0.005 -0.063
C 3.842342 -4.888543 0.573466 -0.062 -0.038 0.021 -0.072
C 2.631385 -4.492299 1.118910 0.034 -0.023 0.007 -0.064
C 2.395689 -3.150128 1.371772 -0.145 0.121 0.068 -0.062
C -0.091368 -0.760939 -0.281240 0.043 0.066 -0.207 -0.036
C -1.357606 -0.327004 0.060815 -0.084 0.101 -0.034 -0.011
H -6.876190 -2.936544 0.228515 0.014 0.036 -0.038 0.097
H -5.675221 -3.278064 -1.041574 -0.100 0.016 0.022 0.094
H -7.123596 -2.317633 -1.429738 0.027 0.003 0.047 0.098
H -8.256701 -1.042619 0.183060 -0.009 -0.098 -0.033 0.102
H -9.212888 1.020642 1.070597 -0.088 0.006 0.015 0.101
H -7.763234 2.964294 1.547410 -0.029 0.086 0.035 0.102
H -5.334347 2.820606 1.119518 0.030 0.009 -0.006 0.101
H -3.832986 -0.264105 -0.204457 0.087 0.203 0.003 0.122
H -1.029994 2.939005 -0.700635 -0.031 0.084 -0.005 0.122
H 1.225324 2.157923 -1.347802 0.023 0.076 -0.063 0.118
H 2.535865 0.008071 -2.112711 0.074 -0.105 0.105 0.133
H 2.285595 -1.440387 -1.110389 -0.069 0.080 -0.206 0.124
H 2.469710 2.085709 1.404010 -0.109 0.131 0.097 0.110
H 4.878685 5.127671 -0.400453 0.021 0.101 0.022 0.105
H 5.734606 3.470460 -2.007816 0.087 0.026 -0.069 0.115
H 4.601685 0.874821 -3.136802 -0.004 -0.076 -0.083 0.086
H 5.097477 -0.156555 -1.790074 0.047 -0.107 -0.048 0.070
H 6.196179 1.083797 -2.422407 0.056 -0.033 -0.044 0.083
H 5.336457 -1.854847 0.342559 0.167 0.034 -0.077 0.116
H 5.768814 -4.268979 -0.129472 0.081 -0.007 -0.029 0.108
H 4.025848 -5.934551 0.378111 0.012 -0.083 -0.022 0.106
H 1.874877 -5.226849 1.350236 -0.063 -0.044 0.023 0.108
H 1.472054 -2.799932 1.805592 -0.146 -0.033 0.043 0.111
H 0.173342 -1.799781 -0.147033 0.041 -0.105 0.053 0.108
H -2.054359 -1.033909 0.488443 -0.075 -0.057 0.036 0.115
```
Positions in Å, forces in eV/Å.

Computed properties:
total energy = -63969.89560 eV
SMILES = COc1ccccc1NC(=O)c1ccc(CN(c2cc(Cl)ccc2C)S(=O)(=O)c2ccccc2)cc1
largest force on an atom = 1.072 eV Å⁻¹

---

No. 2
This record from the Open Molecules 2025 dataset describes a 3-piece molecular cluster, CH8O2 overall. The level of theory is ωB97M-V/def2-TZVPD.

Structure (XYZ):
```
11
Properties=species:S:1:pos:R:3:forces:R:3:lowdin_charge:R:1
C 0.669949 -2.799226 -0.466807 0.011 0.314 0.037 -0.051
H 0.894213 -3.629677 -1.128439 -0.117 -0.109 -0.004 0.011
H 1.472444 -2.069764 -0.533013 0.099 -0.001 0.115 0.015
H 0.556675 -3.132825 0.561545 0.111 -0.090 -0.001 0.014
H -0.245086 -2.294071 -0.763126 -0.109 -0.104 -0.143 0.011
O -0.740254 2.082875 -0.990382 -0.035 -0.346 0.111 -0.061
H -0.068792 2.782285 -0.949262 -0.773 -0.016 0.177 0.061
H -1.595052 2.356319 -0.616039 0.773 0.419 -0.232 0.060
O 0.188813 0.609707 1.452964 0.244 0.247 -0.037 -0.062
H -0.552585 0.110786 1.783349 -0.289 -0.314 0.234 0.023
H -0.164197 1.073283 0.683414 0.084 0.000 -0.256 -0.018
```
Positions in Å, forces in eV/Å.

Computed properties:
relative energy (zero: lowest compared OMol25 entry of this formula, charge and spin) = 1.52 kcal per mole
total energy = -5261.67440 eV
SMILES = C.O.O
largest force on an atom = 0.910 eV Å⁻¹

---

No. 3
This record from the Open Molecules 2025 dataset describes one molecule with the formula C2 in a non-equilibrium geometry. The level of theory is ωB97M-V/def2-TZVPD.

Structure (XYZ):
```
2
Properties=species:S:1:pos:R:3:forces:R:3:lowdin_charge:R:1
C 0.000000 0.000000 0.944151 0.000 0.000 -6.839 0.000
C 0.000000 0.000000 -0.944151 0.000 0.000 6.839 0.000
```
Positions in Å, forces in eV/Å.

Computed properties:
relative energy (zero: lowest compared OMol25 entry of this formula, charge and spin) = 69.02 kcal per mole
total energy = -2061.73878 eV
largest force on an atom = 6.839 eV Å⁻¹

---

No. 4
This record from the Open Molecules 2025 dataset describes a 2-piece molecular cluster, C7H11N3O2 overall in a non-equilibrium geometry. The level of theory is ωB97M-V/def2-TZVPD.

Structure (XYZ):
```
23
Properties=species:S:1:pos:R:3:forces:R:3:lowdin_charge:R:1
C 5.864539 1.566966 1.619826 0.379 1.039 1.098 0.025
C 6.263735 2.284859 0.678128 -0.378 -0.682 -0.116 0.204
C 4.421976 -0.599486 -0.548935 1.704 0.054 -0.094 -0.100
C 3.837888 1.972929 0.315005 -0.715 0.774 -0.253 -0.420
C -6.620551 -1.461643 -1.398887 -0.231 -1.699 -1.272 -0.030
C -6.340981 -0.148528 0.742456 0.776 0.455 -0.008 -0.013
C -6.290463 -1.360172 -0.005252 1.406 -2.080 -0.035 0.012
N 3.357377 -0.107685 -0.687876 -1.453 -0.348 -0.032 0.147
N 5.357427 -1.470918 -0.641060 0.312 -0.145 -2.549 0.237
N 5.035574 1.317198 0.511898 -0.663 -1.226 -2.199 0.010
O 3.475441 3.078897 0.533402 0.219 -0.987 -0.049 0.228
O 2.920563 1.097175 -0.408008 -0.034 1.322 0.404 0.088
H 5.804801 1.333981 2.620638 0.085 -0.676 1.883 0.121
H 6.805557 2.823937 -0.019240 0.819 0.964 -0.973 0.120
H -7.232948 -2.415827 -1.550130 0.544 0.994 0.252 0.153
H -7.148189 -0.613188 -1.789702 -0.091 0.503 -0.243 0.095
H -5.755233 -1.728943 -2.135198 -0.862 0.448 1.542 0.185
H -6.637475 0.683978 0.096899 0.357 0.100 0.503 0.118
H -5.519662 0.035786 1.509994 -0.536 -0.310 -1.210 0.165
H -7.111778 -0.335804 1.469239 -1.127 -0.191 0.700 0.136
H -5.997341 -2.374529 0.451729 -0.324 1.776 -0.230 0.180
H 5.714573 -1.811396 0.211023 0.638 -0.907 0.921 0.129
H 5.795179 -1.767580 -1.575939 -0.824 0.823 1.959 0.210
```
Positions in Å, forces in eV/Å.

Computed properties:
relative energy (zero: lowest compared OMol25 entry of this formula, charge and spin) = 71.56 kcal per mole
total energy = -15978.11652 eV
charge = +2
largest force on an atom = 2.604 eV Å⁻¹